[1]
C67H49BBr2N2O12 | ωB97M-V/def2-TZVPD

largest force on an atom	6.08	eV Å⁻¹
LUMO level	-1.518	eV
ΔE to the lowest compared entry with this formula, charge and spin	1207.7	kJ/mol
total energy	-8767.512804	a.u.
highest occupied orbital energy	-8.35	eV
SMILES	CCNc1ccc2c(c1CB(O)O)C(=O)c1c(OC#N)c(/C(Br)=C(\C)Br)cc(CCOCC)c1C2=O.O=C1c2ccccc2C(=O)c2ccccc21.O=C1c2ccccc2C(=O)c2ccccc21.O=C1c2ccccc2C(=O)c2ccccc21

Structure (XYZ):
```
133
Properties=species:S:1:pos:R:3:mulliken_charge:R:1
C -6.57453 7.35628 7.77353 -0.632
C -5.12384 8.07575 7.74060 -0.605
N -4.07917 7.00671 7.69035 -0.348
C -3.90451 6.43421 6.35558 0.567
C -4.29156 7.11421 5.01108 -0.480
C -4.04516 6.46469 3.59081 -1.012
C -3.37694 5.07195 3.51948 0.381
C -2.99763 4.31634 4.86044 0.459
C -3.26364 4.98836 6.25586 0.437
C -2.86807 4.17031 7.60285 -1.272
B -4.09991 3.21780 8.12643 0.579
O -5.48750 3.60236 8.14914 -0.530
O -3.74038 1.88040 8.55015 -0.532
C -2.31279 2.87459 4.74301 0.097
O -2.50971 1.91342 5.53384 -0.582
C -1.33412 2.65516 3.47022 0.405
C -0.08459 1.74242 3.58549 0.150
O 0.22989 1.09748 4.83489 -0.440
C -0.31131 -0.20743 4.82242 0.470
N -0.74611 -1.30506 5.08330 -0.547
C 0.80364 1.52004 2.32985 0.975
C 2.12402 0.60724 2.32423 -0.583
Br 2.39739 -0.95364 1.15261 -0.087
C 3.16379 1.00236 3.21937 0.269
C 3.12626 2.26052 4.19875 -0.823
Br 4.83451 -0.08508 3.23638 -0.195
C 0.39164 2.23041 0.97826 -0.710
C -0.82334 3.17778 0.82615 0.269
C -1.29549 3.92727 -0.49888 -0.485
C -0.11732 4.37968 -1.49463 -0.438
O 1.16676 4.59714 -0.87342 -0.239
C 1.16297 5.74003 0.01236 -0.170
C 1.41384 7.14484 -0.78961 -0.917
C -1.71213 3.38761 2.12102 0.326
C -3.02889 4.28512 2.16312 -0.059
O -3.86139 4.40850 1.21661 -0.557
H -6.45056 6.23281 8.02051 0.120
H -7.16422 7.84274 8.63083 0.307
H -7.08346 7.44038 6.75261 0.246
H -5.01631 8.88832 6.94836 0.299
H -4.99746 8.60910 8.76281 0.362
H -4.28403 6.29187 8.40344 0.265
H -4.78492 8.15778 4.99819 0.070
H -4.35307 7.02020 2.62789 0.371
H -1.91154 3.56475 7.39731 0.292
H -2.66510 4.91495 8.47055 0.431
H -5.85269 3.59383 9.06578 0.296
H -2.80879 1.94344 8.86341 0.316
H 4.19931 2.45113 4.59284 0.364
H 2.81861 3.24666 3.68494 0.212
H 2.47003 2.13133 5.12432 0.183
H 1.07539 2.03353 0.08607 0.384
H -2.10828 3.27373 -0.98538 0.444
H -1.82859 4.89799 -0.15703 0.265
H -0.09872 3.65985 -2.38658 0.136
H -0.44222 5.40544 -1.93459 0.293
H 2.09755 5.62373 0.68878 0.232
H 0.26938 5.80046 0.72292 0.168
H 2.54967 7.36450 -0.78600 0.263
H 0.90112 7.95604 -0.17006 0.300
H 1.02610 7.05457 -1.85901 0.264
O 5.37648 0.37424 -6.94169 -0.696
C 4.58352 0.73260 -6.08752 0.613
C 3.82936 1.99735 -6.24564 0.272
C 4.01441 2.77225 -7.39190 -0.715
C 3.28113 3.94087 -7.56667 -0.434
C 2.36048 4.33920 -6.59976 -0.627
C 2.18645 3.57862 -5.44854 -0.182
C 2.92527 2.40895 -5.26621 0.175
C 2.74602 1.61574 -4.02955 0.380
O 1.99544 2.00434 -3.14881 -0.664
C 3.48464 0.34220 -3.88059 -0.071
C 3.29655 -0.43211 -2.73508 -0.055
C 3.96057 -1.64757 -2.59982 -0.649
C 4.81299 -2.09303 -3.60785 -0.424
C 5.01336 -1.31607 -4.74482 -0.950
C 4.35321 -0.09336 -4.88130 0.545
H 4.72624 2.46434 -8.15138 0.465
H 3.42307 4.53985 -8.46070 0.385
H 1.77948 5.24482 -6.74284 0.426
H 1.47134 3.89697 -4.69626 0.412
H 2.62958 -0.09258 -1.94790 0.431
H 3.81008 -2.25037 -1.70962 0.346
H 5.32354 -3.04611 -3.50630 0.471
H 5.68162 -1.66777 -5.52503 0.550
O 3.71943 -9.93397 -7.13201 -0.669
C 4.14880 -8.99601 -6.48237 0.565
C 4.04795 -7.61318 -7.00188 0.394
C 3.43728 -7.38244 -8.23570 -0.635
C 3.30306 -6.08291 -8.71255 -0.478
C 3.77604 -5.01007 -7.95989 -0.521
C 4.40052 -5.23797 -6.73844 -0.707
C 4.54334 -6.54098 -6.25960 0.283
C 5.22525 -6.77454 -4.96714 0.457
O 5.70634 -5.84195 -4.34485 -0.676
C 5.30852 -8.15400 -4.43823 0.191
C 5.91747 -8.38285 -3.20300 -0.479
C 5.97086 -9.67113 -2.68220 -0.483
C 5.41660 -10.73436 -3.39174 -0.452
C 4.82177 -10.51174 -4.62951 -0.568
C 4.77110 -9.22089 -5.15828 0.144
H 3.06180 -8.21364 -8.82426 0.465
H 2.82390 -5.90498 -9.67011 0.386
H 3.65961 -3.99522 -8.32691 0.446
H 4.77158 -4.39820 -6.15900 0.625
H 6.34684 -7.55783 -2.64314 0.464
H 6.44122 -9.84651 -1.71979 0.398
H 5.45022 -11.73822 -2.98018 0.393
H 4.39473 -11.34548 -5.17830 0.459
O -5.47492 -3.87774 3.44704 -0.670
C -4.93845 -4.00569 2.35990 0.546
C -3.98420 -2.98652 1.86755 0.214
C -3.68191 -1.88169 2.66544 -1.140
C -2.75677 -0.94049 2.22722 -0.228
C -2.12960 -1.09894 0.99322 -0.254
C -2.44150 -2.18936 0.18821 -1.071
C -3.37421 -3.13243 0.62098 0.421
C -3.71252 -4.27949 -0.25044 0.622
O -3.22047 -4.37817 -1.36253 -0.682
C -4.65120 -5.30878 0.24981 0.151
C -4.95071 -6.41438 -0.54834 -0.551
C -5.80531 -7.40344 -0.07384 -0.446
C -6.36297 -7.29267 1.19813 -0.461
C -6.07775 -6.18515 1.99021 -0.563
C -5.22473 -5.18741 1.51525 0.193
H -4.16285 -1.75530 3.63036 0.476
H -2.51952 -0.08427 2.85107 0.719
H -1.39795 -0.37005 0.65764 0.525
H -1.95320 -2.30458 -0.77460 0.472
H -4.51547 -6.50871 -1.53839 0.453
H -6.03386 -8.26430 -0.69435 0.396
H -7.02247 -8.06980 1.57163 0.388
H -6.51835 -6.10383 2.97912 0.456
```



[2]
C2H4ClI | ωB97M-V/def2-TZVPD

largest force on an atom	6.54	eV Å⁻¹
LUMO level	0.319	eV
ΔE to the lowest compared entry with this formula, charge and spin	226.8	kJ/mol
total energy	-836.391744	a.u.
highest occupied orbital energy	-8.85	eV

Structure (XYZ):
```
8
Properties=species:S:1:pos:R:3:mulliken_charge:R:1
C -0.19548 0.26419 -0.44562 -0.998
C 1.40583 -0.74752 0.48032 -0.327
Cl 1.39062 -2.35335 0.13784 -0.111
I 3.12652 0.34306 -0.11473 0.081
H -0.57090 -0.42831 -1.11244 0.332
H 0.27663 1.11605 -0.81517 0.365
H -0.66645 0.61915 0.46185 0.332
H 0.98232 -0.40266 1.48627 0.325
```



[3]
C23H49NO13PS5 | ωB97M-V/def2-TZVPD

largest force on an atom	0.39	eV Å⁻¹
LUMO level	1.740	eV
total energy	-4270.982710	a.u.
highest occupied orbital energy	-4.94	eV
charge	-1

Structure (XYZ):
```
92
Properties=species:S:1:pos:R:3:mulliken_charge:R:1
C -2.83325 2.23664 4.44129 -0.753
O -2.82502 2.32314 3.03672 -0.329
C -1.56254 2.60891 2.45630 -0.706
C -1.38212 1.91550 1.08805 -0.298
C -2.41956 0.85323 0.68951 -0.425
C -2.05077 -0.56025 1.14231 -0.883
C -1.92502 -0.75776 2.65340 0.159
C -1.08256 -1.96809 3.06113 -0.150
C -1.85031 -3.29672 3.17039 -1.031
C -1.78802 -3.92545 4.56337 -0.975
C -0.36624 -4.36095 4.98922 -0.461
C 0.24159 -3.55013 6.14224 -1.016
S 1.91825 -2.96494 5.92496 1.056
O 2.78764 -4.12997 5.91377 -0.713
O 2.13728 -2.00981 6.98920 -0.719
N 1.78707 -2.32287 4.48008 -0.154
S 2.93487 -1.57148 3.71206 0.901
O 2.34842 -1.00258 2.50422 -0.680
O 3.75417 -0.69161 4.52311 -0.685
P 4.34599 -3.08634 2.97911 0.193
O 4.97231 -2.07831 1.83724 -0.415
O 3.25676 -3.92792 2.06757 -0.359
H -2.95459 3.22367 4.90812 0.273
H -3.67077 1.60231 4.73373 0.244
H -1.90888 1.78657 4.81969 0.333
H -1.48082 3.69742 2.32983 0.458
H -0.76508 2.30972 3.14498 0.271
H -1.36876 2.69342 0.31872 0.223
H -0.39640 1.44098 1.06634 0.279
H -2.45178 0.85539 -0.40034 0.063
H -3.40842 1.14450 1.05010 0.449
H -1.08878 -0.81997 0.68648 0.352
H -2.78556 -1.26267 0.73194 0.286
H -1.46833 0.13070 3.08920 -0.184
H -2.93038 -0.83430 3.08900 0.242
H -0.59564 -1.75561 4.01195 0.116
H -0.25254 -2.06952 2.36014 0.250
H -2.90188 -3.14994 2.89375 0.455
H -1.44171 -4.02242 2.45970 0.352
H -2.19034 -3.21749 5.29732 0.401
H -2.45500 -4.79333 4.58623 0.365
H -0.40260 -5.40708 5.30045 0.515
H 0.30766 -4.31953 4.13120 0.273
H -0.33377 -2.65250 6.36958 0.344
H 0.31395 -4.14800 7.05352 0.510
H 4.26546 -1.54344 1.42558 0.295
H 3.61003 -3.94521 1.16324 0.229
C 1.12456 2.36220 -4.21563 -0.641
C 0.05290 2.43638 -5.31328 -0.544
C -1.17349 1.67024 -4.81022 -0.754
S -1.12944 1.80012 -3.01511 1.154
O -0.93622 0.49124 -2.45165 -0.656
O -2.22417 2.62737 -2.57035 -0.655
C 0.41180 2.70803 -2.91354 -0.780
H 1.95027 3.04684 -4.40631 0.381
H 1.53415 1.35189 -4.15290 0.293
H -0.21952 3.47847 -5.49256 0.232
H 0.40986 2.02139 -6.25516 0.356
H -2.11686 2.09452 -5.14758 0.327
H -1.12657 0.60718 -5.03979 0.359
H 0.92509 2.39176 -2.00792 0.431
H 0.15940 3.76695 -2.85748 0.406
C -4.66523 7.38270 -3.56289 -0.605
C -4.00961 6.48115 -2.50850 -0.716
C -4.27797 5.02694 -2.90964 0.056
S -4.43085 5.03232 -4.69968 1.068
O -5.77574 4.66623 -5.06958 -0.682
O -3.31490 4.35469 -5.31677 -0.595
C -4.25058 6.80627 -4.91094 -0.726
H -4.35327 8.42185 -3.46292 0.355
H -5.75246 7.34746 -3.46504 0.295
H -2.93337 6.66575 -2.49035 0.290
H -4.39219 6.68020 -1.50863 0.374
H -3.47211 4.34737 -2.64712 -0.134
H -5.22194 4.65713 -2.51402 0.374
H -4.87243 7.10732 -5.75075 0.394
H -3.20030 6.99914 -5.12967 0.335
C 6.93581 -4.85723 -2.82528 -0.558
C 5.81053 -4.68451 -3.85623 -0.570
C 4.48168 -4.79297 -3.10199 -0.764
S 4.81814 -4.22362 -1.42410 1.343
O 4.62944 -5.32153 -0.51039 -0.710
O 4.13729 -2.97856 -1.18846 -0.651
C 6.57267 -3.95300 -1.65379 -0.779
H 7.90863 -4.59535 -3.23981 0.345
H 6.98241 -5.89564 -2.49017 0.299
H 5.89222 -3.70018 -4.32166 0.287
H 5.87027 -5.42969 -4.64872 0.316
H 3.69032 -4.16782 -3.50697 0.359
H 4.13625 -5.82151 -3.01479 0.349
H 7.06850 -4.18760 -0.71486 0.400
H 6.70306 -2.89778 -1.89249 0.385
```